ORCA calculation (ωB97M-V/def2-TZVPD) on an isolated molecule of C5H6N2O2 in a non-equilibrium geometry.

Positions of all 15 atoms, in Å:
C -1.549 -0.403 -1.419
H 1.725 -0.522 2.019
C 2.006 -0.669 0.819
O -1.927 -1.513 -1.663
N 1.172 0.161 -0.083
H 2.007 -1.819 0.564
O 1.043 -0.665 -1.321
C -0.103 1.161 1.588
C -0.105 1.966 2.517
H 3.089 -0.325 0.575
C -0.164 0.390 0.392
H -1.224 0.318 -2.188
H -0.081 2.805 3.188
H 1.765 -0.267 -1.995
N -1.273 0.204 -0.155

Atoms 1-2, force components in eV/Å:
2.0 0.4 0.2
0.8 -0.2 -3.5

## Properties
**F_max**: 4.28 eV/Å
**Energy**: -453.92434 hartree
**Kohn-Sham gap**: 0.371 hartree
**Molar mass**: 126.115 g mol⁻¹
**HOMO level**: -9.8 eV

Mulliken atomic charge list, values in e, 2 entries:
1 C 0.237
2 H 0.292

***

ORCA calculation (ωB97M-V/def2-TZVPD) on an isolated molecule of C5H6N2O2 in a non-equilibrium geometry.

Positions of all 15 atoms, in Å:
C 1.538 -0.708 -0.089
H 0.420 -1.825 1.040
C 0.293 -1.503 -0.013
C -2.382 -0.818 0.141
H -0.371 2.979 -0.177
C -0.979 -0.366 -0.156
C 1.088 0.840 0.246
H -0.058 -2.342 -0.717
H -2.889 -1.797 0.155
H 2.911 1.485 0.163
O 2.762 -0.920 -0.350
H -3.012 0.223 0.130
N 1.947 1.816 0.251
N -0.289 0.831 -0.305
O -0.981 2.104 -0.319

Atoms 1-2, force components in eV/Å:
4.2 1.9 -1.1
-0.9 -0.2 -0.3

## Properties
**F_max**: 7.55 eV/Å
**Energy**: -453.90355 hartree
**Kohn-Sham gap**: 0.302 hartree
**Molar mass**: 126.115 g mol⁻¹
**HOMO level**: -8.6 eV

Mulliken atomic charge list, values in e, 2 entries:
1 C 0.428
2 H 0.256

***

ORCA calculation (ωB97M-V/def2-TZVPD) on an isolated molecule of C5H6N2O2 in a non-equilibrium geometry.

Positions of all 15 atoms, in Å:
H 3.856 -1.279 0.376
C -1.425 -0.256 0.720
N -0.628 1.580 -0.655
H -1.598 1.640 -1.051
H 0.148 1.881 -1.300
H -1.198 -1.067 1.452
H -3.426 -1.067 -0.193
O -1.826 -1.811 -1.111
C 0.964 0.112 0.272
C -0.309 0.521 0.086
C 3.505 -0.251 0.245
C -2.294 -1.084 -0.263
H -2.055 0.514 1.287
O 4.159 0.735 -0.059
N 2.128 -0.168 0.194

Atoms 1-2, force components in eV/Å:
0.2 0.2 0.4
-1.8 0.2 0.7

## Properties
**F_max**: 5.40 eV/Å
**Energy**: -454.00627 hartree
**Kohn-Sham gap**: 0.287 hartree
**Molar mass**: 126.115 g mol⁻¹
**HOMO level**: -7.3 eV

Mulliken atomic charge list, values in e, 2 entries:
1 H 0.299
2 C -0.823